Record 1
Formula: C3H11NOS2
Source: the Open Molecules 2025 dataset
Level of theory: ωB97M-V/def2-TZVPD

Geometry as XYZ:
```
18
C3H11NOS2, DFT ωB97M-V/def2-TZVPD
S -1.371 -1.894 0.597
S -2.422 -0.689 -0.970
C -1.463 0.869 -0.682
C -0.012 0.536 -0.993
N 0.202 -0.087 -2.432
C 1.131 -1.346 -2.361
H -2.444 -2.227 1.309
H -1.885 1.706 -1.147
H -1.320 1.076 0.452
H 0.551 -0.189 -0.237
H 0.648 1.425 -0.950
H -0.763 -0.425 -2.817
H 2.025 -0.959 -1.908
H 1.352 -1.721 -3.341
H 0.632 -2.147 -1.776
H 2.424 1.684 5.912
H 1.012 1.991 5.388
O 1.700 2.399 5.957
```

The calculation puts the LUMO energy at -0.31 eV. As for the SMILES: CNCCSS.O. The energy above the lowest of the compared OMol25 structures with the same formula, charge and spin is 186.2 kJ/mol. The HOMO energy is -8.7 eV. The max |F| is 0.0907 hartree/bohr. The orbital gap comes out at 8.4 eV.

***

Record 2
Formula: C3H11NOS2
Source: the Open Molecules 2025 dataset
Level of theory: ωB97M-V/def2-TZVPD

Geometry as XYZ:
```
18
C3H11NOS2, DFT ωB97M-V/def2-TZVPD
S 0.455 2.309 -2.516
S 0.482 0.236 -2.511
C 0.262 -0.304 -0.835
C 0.647 0.715 0.206
N 0.259 0.317 1.536
C -1.127 0.549 1.767
H 1.880 2.556 -2.328
H -0.853 -0.447 -0.614
H 0.732 -1.207 -0.720
H 0.374 1.750 -0.037
H 1.700 0.814 0.036
H 0.693 -0.343 1.915
H -1.198 1.713 2.035
H -1.648 0.058 2.707
H -1.700 0.334 0.885
H 0.086 -2.691 0.136
H -0.991 -3.189 -1.005
O -0.056 -3.170 -0.659
```

The calculation puts the LUMO energy at 0.48 eV. As for the SMILES: CNCCSS.O. The energy above the lowest of the compared OMol25 structures with the same formula, charge and spin is 228.5 kJ/mol. The HOMO energy is -8.5 eV. The max |F| is 0.1752 hartree/bohr. The orbital gap comes out at 9.0 eV.

***

Record 3
Formula: C3H11NS2
Source: the Open Molecules 2025 dataset
Level of theory: ωB97M-V/def2-TZVPD

Geometry as XYZ:
```
17
C3H11NS2, DFT ωB97M-V/def2-TZVPD
C -2.026 0.704 2.291
S -1.226 0.103 0.777
S -2.167 0.997 -0.856
H -1.728 1.756 2.489
H -1.609 0.003 3.047
H -3.130 0.602 2.268
H -3.178 0.087 -0.913
C 1.020 -0.693 -1.889
C 1.914 -0.831 -0.625
N 2.117 0.475 0.039
H 1.532 -0.122 -2.661
H 0.787 -1.676 -2.323
H 0.052 -0.215 -1.660
H 1.441 -1.521 0.120
H 2.874 -1.265 -0.877
H 1.412 1.149 -0.252
H 1.915 0.448 1.027
```

The calculation puts the LUMO energy at 0.44 eV. As for the SMILES: CCN.CSS. The energy above the lowest of the compared OMol25 structures with the same formula, charge and spin is 36.0 kJ/mol. The HOMO energy is -8.8 eV. The max |F| is 0.0291 hartree/bohr. The orbital gap comes out at 9.2 eV.

***

Record 4
Formula: C3H11NSSi
Source: the Open Molecules 2025 dataset
Level of theory: ωB97M-V/def2-TZVPD

Geometry as XYZ:
```
17
C3H11NSSi, DFT ωB97M-V/def2-TZVPD
C -0.957 -0.477 1.335
C 0.825 -0.114 -1.391
C 2.228 -0.020 1.556
N -2.234 0.261 -1.710
Si 0.830 -0.032 0.452
S -0.727 1.345 1.038
H -0.856 -0.755 2.401
H -1.841 0.510 -0.786
H -1.787 -0.573 0.806
H 1.095 -1.055 -1.875
H -0.073 0.280 -1.828
H 1.509 0.647 -1.625
H 2.077 0.056 2.629
H 2.499 -1.074 1.417
H 3.028 0.711 1.260
H -2.734 -0.683 -1.592
H -2.881 0.974 -2.088
```

As for the expectation value of S²: 2.007. The calculation puts the LUMO energy (alpha / beta) at 0.63 / -3.16 eV. The spin multiplicity is 3. The HOMO energy (alpha / beta) is -3.5 / -9.6 eV. The max |F| is 0.0994 hartree/bohr. The orbital gap (alpha / beta) comes out at 4.2 / 6.5 eV.

***

Record 5
Formula: C3H11O3
Source: the Open Molecules 2025 dataset
Level of theory: ωB97M-V/def2-TZVPD

Geometry as XYZ:
```
17
C3H11O3, DFT ωB97M-V/def2-TZVPD
C 0.568 -0.328 -0.144
O 0.396 0.153 -1.472
C 0.013 0.534 1.027
C 0.634 0.031 2.362
H 1.655 -0.372 0.029
H 0.052 -1.307 -0.068
H -1.044 0.777 1.053
H 0.552 1.480 0.880
H 1.599 -0.453 2.229
H -0.009 -0.686 2.895
H 0.739 0.889 3.047
H -0.592 -1.823 -3.342
H -0.007 -1.153 -2.002
O -0.378 -2.052 -2.445
H -2.147 1.436 -1.055
H -0.678 1.011 -1.596
O -1.353 1.862 -1.396
```

As for the expectation value of S²: 0.751. The calculation puts the LUMO energy (alpha / beta) at 6.44 / 6.41 eV. The spin multiplicity is 2. The total charge is -2. The energy above the lowest of the compared OMol25 structures with the same formula, charge and spin is 36.3 kJ/mol. The HOMO energy (alpha / beta) is 4.3 / -1.3 eV. The max |F| is 0.0497 hartree/bohr. The orbital gap (alpha / beta) comes out at 2.1 / 7.8 eV.

***

Record 6
Formula: C3H11O4S
Source: the Open Molecules 2025 dataset
Level of theory: ωB97M-V/def2-TZVPD

Geometry as XYZ:
```
19
C3H11O4S, DFT ωB97M-V/def2-TZVPD
O 2.130 0.334 1.761
C 1.615 -0.054 0.728
C 1.823 0.617 -0.588
C 0.680 1.668 -0.606
S -0.835 0.903 -1.364
H 1.236 -1.087 0.817
H 2.801 1.033 -0.891
H 1.650 -0.089 -1.418
H 0.454 2.035 0.415
H 1.059 2.570 -1.140
H 0.500 -2.423 -2.898
H -0.498 -2.607 -1.732
O -0.113 -3.047 -2.497
H -1.572 -1.704 1.241
H -2.702 -2.180 2.379
O -1.831 -1.850 2.160
H -2.577 1.340 1.130
H -1.442 2.272 1.135
O -2.378 2.269 1.369
```

The calculation puts the LUMO energy at 3.26 eV. The total charge is -1. The energy above the lowest of the compared OMol25 structures with the same formula, charge and spin is 152.8 kJ/mol. The HOMO energy is -3.3 eV. The max |F| is 0.0666 hartree/bohr. The orbital gap comes out at 6.6 eV.

***

Record 7
Formula: C3H11P3
Source: the Open Molecules 2025 dataset
Level of theory: ωB97M-V/def2-TZVPD

Geometry as XYZ:
```
17
C3H11P3, DFT ωB97M-V/def2-TZVPD
C 3.136 0.742 0.743
C -1.014 -1.859 -0.484
C 2.483 0.395 -0.507
P -3.939 0.338 0.164
P -1.827 1.046 0.130
P -0.520 -0.593 0.704
H 2.716 1.534 1.286
H 3.515 -0.045 1.324
H 4.129 1.182 0.329
H -0.541 -1.630 -1.454
H -2.065 -1.899 -0.447
H -0.587 -2.809 -0.100
H 2.848 -0.491 -0.957
H 2.293 1.191 -1.327
H -4.562 1.531 0.260
H -4.085 0.141 -1.139
H -1.982 1.226 1.474
```

The calculation puts the LUMO energy (alpha / beta) at 0.52 / -0.63 eV. The energy above the lowest of the compared OMol25 structures with the same formula, charge and spin is 272.2 kJ/mol. The HOMO energy (alpha / beta) is -7.4 / -7.8 eV. The max |F| is 0.0712 hartree/bohr. The orbital gap (alpha / beta) comes out at 8.0 / 7.2 eV.

***

Record 8
Formula: C3H12B2Br2Na5O3
Source: the Open Molecules 2025 dataset
Level of theory: ωB97M-V/def2-TZVPD

Geometry as XYZ:
```
27
C3H12B2Br2Na5O3, DFT ωB97M-V/def2-TZVPD
Na -16.688 24.729 -12.335
Na -20.130 24.803 -13.625
Na -15.667 25.387 -15.683
Na -20.605 20.990 -14.152
Na -17.947 20.749 -15.540
C -18.052 23.603 -15.259
O -17.136 22.991 -15.814
O -19.133 22.977 -15.108
O -17.835 24.627 -14.606
B -21.864 23.117 -12.820
H -22.139 23.151 -11.777
H -22.178 24.041 -13.282
H -20.807 22.918 -12.906
H -22.368 22.337 -13.369
B -19.033 25.389 -11.220
H -18.338 26.178 -11.462
H -20.078 25.649 -11.280
H -18.854 24.606 -11.941
H -18.703 24.971 -10.282
Br -14.719 20.261 -16.759
C -14.192 21.378 -18.346
C -14.694 22.802 -18.360
Br -14.559 23.344 -20.268
H -14.503 20.740 -19.174
H -13.105 21.338 -18.269
H -14.024 23.403 -17.745
H -15.693 22.979 -17.961
```

The calculation puts the LUMO energy at -4.79 eV. The total charge is +1. The energy above the lowest of the compared OMol25 structures with the same formula, charge and spin is 0.0 kJ/mol. The HOMO energy is -11.4 eV. The max |F| is 0.0983 hartree/bohr. The orbital gap comes out at 6.6 eV.

***

Record 9
Formula: C3H12BrN6O3
Source: the Open Molecules 2025 dataset
Level of theory: ωB97M-V/def2-TZVPD

Geometry as XYZ:
```
25
C3H12BrN6O3, DFT ωB97M-V/def2-TZVPD
Br 11.993 12.348 -9.380
C 17.108 10.914 -6.840
O 18.148 10.573 -6.373
N 16.944 11.194 -8.112
N 16.114 11.267 -6.066
H 15.986 11.242 -8.428
H 17.670 11.042 -8.797
H 16.362 11.363 -5.092
H 15.255 11.533 -6.527
C 10.547 13.696 -14.727
O 10.221 13.762 -15.905
N 10.789 14.703 -14.001
N 10.585 12.587 -14.129
H 11.227 14.655 -13.091
H 11.116 15.385 -14.670
H 10.797 12.547 -13.142
H 10.209 11.709 -14.456
C 9.821 14.129 -4.317
O 9.172 14.526 -3.343
N 11.095 14.328 -4.532
N 9.501 13.261 -5.265
H 11.601 14.970 -3.939
H 11.491 14.098 -5.432
H 10.009 13.060 -6.114
H 8.655 12.738 -5.090
```

The calculation puts the LUMO energy at 2.90 eV. The total charge is -1. The energy above the lowest of the compared OMol25 structures with the same formula, charge and spin is 298.7 kJ/mol. The HOMO energy is -4.8 eV. The max |F| is 0.1529 hartree/bohr. The orbital gap comes out at 7.7 eV.

***

Record 10
Formula: C3H12FO5V2
Source: the Open Molecules 2025 dataset
Level of theory: ωB97M-V/def2-TZVPD

Geometry as XYZ:
```
23
C3H12FO5V2, DFT ωB97M-V/def2-TZVPD
O 0.661 2.318 -1.671
V -0.420 1.171 -1.606
O 2.407 -2.007 1.093
V 2.112 -0.426 1.304
F 0.771 -0.105 -0.333
C -1.934 1.578 1.169
O -1.946 1.781 -0.200
H -2.004 2.474 1.786
H -2.751 0.911 1.444
H -1.017 1.101 1.515
H -2.640 2.431 -0.329
C -0.724 -1.618 2.488
O 0.516 -1.000 2.747
H -0.945 -1.678 1.422
H -0.788 -2.644 2.851
H -1.533 -1.019 2.906
H 0.535 -0.999 3.707
C 1.954 -0.461 -3.237
O 0.713 0.179 -3.438
H 1.732 -1.447 -2.829
H 2.595 -0.502 -4.118
H 2.450 0.117 -2.457
H 0.258 -0.157 -4.214
```

As for the expectation value of S²: 2.277. The calculation puts the LUMO energy (alpha / beta) at -14.81 / -14.00 eV. The spin multiplicity is 3. The total charge is +3. The energy above the lowest of the compared OMol25 structures with the same formula, charge and spin is 0.0 kJ/mol. The HOMO energy (alpha / beta) is -21.8 / -21.8 eV. The max |F| is 0.1323 hartree/bohr. The orbital gap (alpha / beta) comes out at 7.0 / 7.8 eV.

***

Record 11
Formula: C3H12N
Source: the Open Molecules 2025 dataset
Level of theory: ωB97M-V/def2-TZVPD

Geometry as XYZ:
```
16
C3H12N, DFT ωB97M-V/def2-TZVPD
N -0.960 2.369 -0.222
H -1.436 3.154 0.221
H -1.536 1.530 -0.339
H -0.579 2.626 -1.140
H -0.142 2.047 0.306
C 0.739 -1.017 -1.173
C 0.986 -1.069 0.344
C -0.297 -1.111 1.177
H -0.105 -1.658 -1.407
H 1.671 -1.165 -1.694
H 0.418 -0.003 -1.471
H 1.626 -0.263 0.699
H 1.495 -2.016 0.527
H -0.064 -0.912 2.217
H -1.071 -0.421 0.837
H -0.746 -2.093 1.119
```

The calculation puts the LUMO energy at -4.41 eV. The total charge is +1. The energy above the lowest of the compared OMol25 structures with the same formula, charge and spin is 46.8 kJ/mol. The HOMO energy is -15.1 eV. The max |F| is 0.0338 hartree/bohr. The orbital gap comes out at 10.6 eV.

***

Record 12
Formula: C3H12N2O
Source: the Open Molecules 2025 dataset
Level of theory: ωB97M-V/def2-TZVPD

Geometry as XYZ:
```
18
C3H12N2O, DFT ωB97M-V/def2-TZVPD
N 2.727 0.392 -0.702
C 1.766 -0.189 0.235
C 0.298 -0.100 -0.122
C -0.109 1.547 -0.053
N 0.457 2.230 -1.193
H 2.293 0.459 -1.640
H 3.628 0.574 -0.480
H 2.186 -1.303 0.322
H 2.008 0.220 1.258
H -0.429 -0.450 0.685
H 0.160 -0.391 -1.130
H -1.293 1.426 -0.104
H 0.434 1.956 0.822
H 0.826 3.136 -0.952
H -0.341 2.380 -1.890
H -5.045 -4.452 2.238
H -4.806 -3.787 0.904
O -4.760 -3.649 1.802
```

The calculation puts the LUMO energy at 1.00 eV. As for the SMILES: NCCCN.O. The energy above the lowest of the compared OMol25 structures with the same formula, charge and spin is 204.7 kJ/mol. The HOMO energy is -7.6 eV. The max |F| is 0.1152 hartree/bohr. The orbital gap comes out at 8.6 eV.

***

Record 13
Formula: C3H12N2O
Source: the Open Molecules 2025 dataset
Level of theory: ωB97M-V/def2-TZVPD

Geometry as XYZ:
```
18
C3H12N2O, DFT ωB97M-V/def2-TZVPD
C 4.467 -1.662 -0.992
O 4.829 -3.014 -1.304
C 4.379 -0.785 -2.400
H 3.423 -1.547 -0.459
H 5.231 -1.086 -0.516
H 5.217 -3.204 -0.526
H 3.945 -1.317 -3.186
H 3.654 0.123 -2.107
H 5.376 -0.407 -2.551
N -4.467 2.594 0.990
C -4.682 1.648 2.095
N -4.061 0.307 1.795
H -3.620 2.398 0.475
H -5.146 2.759 0.327
H -4.032 2.143 2.817
H -5.671 1.523 2.658
H -4.603 -0.542 2.082
H -4.238 0.068 0.804
```

The calculation puts the LUMO energy at 1.08 eV. As for the SMILES: CCO.NCN. The energy above the lowest of the compared OMol25 structures with the same formula, charge and spin is 234.5 kJ/mol. The HOMO energy is -9.4 eV. The max |F| is 0.0986 hartree/bohr. The orbital gap comes out at 10.5 eV.

***

Record 14
Formula: C3H12N2O
Source: the Open Molecules 2025 dataset
Level of theory: ωB97M-V/def2-TZVPD

Geometry as XYZ:
```
18
C3H12N2O, DFT ωB97M-V/def2-TZVPD
C 1.076 -1.092 -1.081
N 0.931 -2.461 -1.481
O 2.314 -0.747 -0.487
H 2.408 -1.217 0.351
H 1.012 -3.089 -0.688
H 1.644 -2.722 -2.159
H 1.006 -0.463 -1.972
H -1.023 -0.281 1.039
C -1.354 0.758 1.105
C -1.211 1.442 -0.260
N -0.612 1.390 2.181
H 0.382 1.377 1.961
H -0.879 2.368 2.276
H -2.409 0.747 1.403
H 0.255 -0.861 -0.398
H -1.768 2.385 -0.265
H -0.167 1.657 -0.477
H -1.607 0.808 -1.048
```

The calculation puts the LUMO energy at 0.84 eV. As for the SMILES: CCN.NCO. The energy above the lowest of the compared OMol25 structures with the same formula, charge and spin is 35.8 kJ/mol. The HOMO energy is -9.3 eV. The max |F| is 0.0094 hartree/bohr. The orbital gap comes out at 10.1 eV.